Record 1
{
  "formula": "C6H18O3",
  "method": "wB97M-V/def2-TZVPD",
  "symbols": ["C", "C", "O", "H", "H", "H", "H", "H", "H", "C", "C", "O", "H", "H", "H", "H", "H", "H", "C", "C", "O", "H", "H", "H", "H", "H", "H"],
  "positions_angstrom": [[-1.21776, -1.72147, 2.51483], [-2.47065, -2.20927, 1.74652], [-3.09411, -1.04301, 1.27404], [-1.66330, -1.07299, 3.26919], [-0.53209, -1.07053, 1.97238], [-0.60366, -2.43588, 3.06311], [-3.13590, -2.66742, 2.47839], [-2.18038, -2.89267, 0.94852], [-3.95546, -1.40761, 1.05786], [-0.65703, 0.30765, -2.37491], [-0.84230, -0.53099, -1.11120], [-1.09878, 0.28230, 0.01198], [-0.34944, -0.40348, -3.14159], [0.14852, 0.96858, -2.05497], [-1.65101, 0.71958, -2.54927], [0.11322, -1.04838, -1.02520], [-1.63511, -1.27338, -1.20292], [-1.61735, -0.18927, 0.66796], [2.25966, 1.93464, 0.18343], [3.18089, 2.22892, -1.03761], [4.24381, 1.31145, -1.23317], [1.27581, 2.39881, 0.11506], [2.57184, 2.04481, 1.22194], [2.02072, 0.87156, 0.21284], [3.53812, 3.25854, -1.05681], [2.63621, 1.99188, -1.95153], [4.71540, 1.64761, -1.99880]],
  "multiplicity": 1,
  "energy_ha": -465.04541,
  "smiles": "CCO.CCO.CCO",
  "molar_mass_g_mol": 138.21,
  "homo_ev": -9.65,
  "gap_ev": 10.4,
  "max_force_ev_per_a": 2.641,
  "e_lumo_ev": 0.70
}

Record 2
{
  "formula": "C6H18O3S3",
  "method": "wB97M-V/def2-TZVPD",
  "symbols": ["C", "S", "O", "C", "H", "H", "H", "H", "H", "H", "C", "S", "O", "C", "H", "H", "H", "H", "H", "H", "C", "S", "O", "C", "H", "H", "H", "H", "H", "H"],
  "positions_angstrom": [[-20.77741, -1.49406, -12.12915], [-19.79097, -2.73732, -11.22713], [-19.89912, -2.40064, -9.77807], [-20.99284, -4.07380, -11.48986], [-21.16553, -2.03381, -12.99259], [-20.15887, -0.68284, -12.50803], [-21.52802, -1.10120, -11.44749], [-22.00505, -3.70905, -11.33464], [-20.75198, -4.90530, -10.82737], [-20.94168, -4.58403, -12.45618], [-18.57225, -2.68672, -7.00982], [-18.24812, -2.03345, -5.33988], [-17.43633, -0.79189, -5.46014], [-20.00450, -1.60118, -5.04511], [-17.66191, -3.05735, -7.49120], [-18.89859, -1.89907, -7.69039], [-19.26263, -3.52326, -7.10630], [-20.69069, -2.25420, -5.58333], [-20.07270, -0.56027, -5.35616], [-20.27733, -1.76261, -4.00260], [-21.94006, -4.64033, -8.20559], [-23.66894, -4.36092, -7.59197], [-23.53583, -3.10540, -6.80835], [-24.32954, -3.87745, -9.25512], [-21.78128, -3.85136, -8.93818], [-21.67180, -5.57236, -8.69758], [-21.30552, -4.35797, -7.36871], [-25.39202, -4.12012, -9.27033], [-23.86372, -4.53792, -9.98569], [-24.14898, -2.82210, -9.43560]],
  "multiplicity": 1,
  "energy_ha": -1659.55739,
  "molar_mass_g_mol": 234.41,
  "homo_ev": -8.45,
  "gap_ev": 8.8,
  "max_force_ev_per_a": 1.274,
  "e_lumo_ev": 0.32
}

Record 3
{
  "formula": "C6H18O3S3",
  "method": "wB97M-V/def2-TZVPD",
  "symbols": ["C", "S", "O", "C", "H", "H", "H", "H", "H", "H", "C", "S", "O", "C", "H", "H", "H", "H", "H", "H", "C", "S", "O", "C", "H", "H", "H", "H", "H", "H"],
  "positions_angstrom": [[-18.71314, -3.38797, -5.18627], [-18.99625, -4.09106, -6.95219], [-20.49513, -3.87956, -7.38980], [-18.16979, -2.84041, -7.99376], [-17.79695, -3.62465, -4.64528], [-19.47917, -3.75993, -4.50587], [-18.83460, -2.30487, -5.17057], [-17.31947, -2.58678, -7.36073], [-18.58386, -1.83392, -8.05391], [-17.86239, -3.22657, -8.96560], [-22.09509, -0.10064, -6.96396], [-23.88352, -0.24128, -7.50592], [-24.44982, 1.05465, -8.04007], [-23.64523, -1.41709, -8.90205], [-21.62510, -1.05651, -6.73258], [-22.03139, 0.59727, -6.12912], [-21.49370, 0.40238, -7.72119], [-23.08816, -1.06610, -9.77071], [-24.61828, -1.66688, -9.32499], [-23.16499, -2.32446, -8.53578], [-16.48109, 0.29623, -6.46274], [-17.97681, 1.35024, -6.65580], [-18.81864, 0.42104, -7.53830], [-18.54299, 0.97599, -4.90638], [-16.34244, -0.16714, -7.43956], [-16.60419, -0.58509, -5.83327], [-15.65329, 0.93965, -6.16465], [-17.75692, 1.33211, -4.24053], [-18.85619, -0.06225, -4.79650], [-19.39667, 1.63607, -4.75269]],
  "multiplicity": 2,
  "energy_ha": -1659.22946,
  "molar_mass_g_mol": 234.41,
  "charge": 1,
  "homo_ev": [-11.59, -11.58],
  "gap_ev": [8.4, 3.5],
  "max_force_ev_per_a": 3.539,
  "e_lumo_ev": [-3.23, -8.05]
}

Let's list energy above the lowest of the compared OMol25 structures with the same formula, charge and spin in order: 40.4; 7.1; 10.2 kcal/mol.